1.
This record from the OMol25 dataset describes C2H4N2OS2 in the gas phase. The level of theory is ωB97M-V/def2-TZVPD.

Geometry as XYZ:
```
11
Properties=species:S:1:pos:R:3:nbo_charge:R:1
C -0.129 -0.244 -0.230 0.25
C -1.580 -0.121 -0.316 -0.37
H -0.400 2.117 0.917 0.46
H 1.377 0.875 0.429 0.37
H -2.010 0.898 -0.664 0.24
H 2.288 -2.596 0.233 0.14
N 0.598 0.930 -0.202 -0.32
N 0.428 -1.396 -0.138 -0.53
O -0.111 2.115 -0.004 -0.54
S -2.587 -1.326 0.032 0.15
S 2.124 -1.252 -0.057 0.15
```

Summary:
strongest force on any atom = 2.19 eV/Å
energy relative to the best compared isomer or geometry (same formula, charge and spin) = 80.1 kcal/mol
total energy = -1059.615673 hartree
HOMO energy = -8.794 eV
SMILES = ON/C(C=S)=N\S

=====

2.
This record from the OMol25 dataset describes a molecular structure, C24H38FeN5OS2Si. The level of theory is ωB97M-V/def2-TZVPD.

Geometry as XYZ:
```
72
Properties=species:S:1:pos:R:3:nbo_charge:R:1
Fe 0.771 0.137 -0.502 1.38
C 1.947 -3.022 4.733 -0.61
C 2.083 -3.561 3.304 -0.21
N 2.867 -2.683 2.475 -0.65
C 2.345 -1.602 1.772 0.28
S 0.640 -1.296 1.815 -0.54
N 3.235 -0.891 1.157 -0.44
N 2.795 0.142 0.390 -0.42
C 3.669 1.070 0.049 0.16
C 5.102 1.009 0.515 -0.66
C 3.155 2.113 -0.742 0.07
C 3.860 3.321 -1.009 -0.25
C 3.302 4.298 -1.784 -0.24
C 2.005 4.085 -2.317 -0.40
C 1.360 2.908 -1.979 0.09
N 1.855 1.938 -1.223 -0.63
H 1.235 -3.617 5.313 0.18
H 2.910 -3.024 5.249 0.18
H 1.581 -1.997 4.677 0.23
H 2.564 -4.543 3.318 0.17
H 1.079 -3.673 2.885 0.22
H 3.728 -3.029 2.090 0.39
H 5.406 -0.035 0.525 0.24
H 5.764 1.577 -0.140 0.19
H 5.201 1.385 1.539 0.20
H 4.841 3.468 -0.576 0.19
H 3.833 5.227 -1.966 0.18
H 1.526 4.821 -2.949 0.19
H 0.356 2.741 -2.354 0.18
O 0.408 -1.651 -1.567 -0.70
N 0.161 -2.885 -1.191 0.00
C -1.102 -3.214 -0.853 0.04
C -1.475 -4.486 -0.516 -0.31
C -0.494 -5.483 -0.481 -0.21
C 0.799 -5.139 -0.778 -0.26
C 1.177 -3.828 -1.159 0.03
S 2.754 -3.442 -1.596 -0.34
H -1.800 -2.395 -0.868 0.22
H -2.507 -4.684 -0.259 0.20
H -0.745 -6.504 -0.219 0.19
H 1.594 -5.869 -0.755 0.22
C -1.286 3.275 0.065 -1.14
Si -1.394 1.359 -0.262 0.81
C -2.314 1.382 -2.056 -0.46
C -3.087 0.091 -2.325 -0.60
C -3.253 2.564 -2.309 -0.61
C -1.196 1.464 -3.104 -0.59
C -2.750 0.852 1.093 -0.46
C -2.113 1.121 2.462 -0.62
C -4.068 1.622 1.008 -0.61
C -3.053 -0.650 1.021 -0.62
H -2.248 3.787 -0.030 0.19
H -0.579 3.739 -0.627 0.22
H -0.901 3.454 1.072 0.22
H -4.015 0.051 -1.748 0.19
H -2.473 -0.771 -2.067 0.21
H -3.346 0.005 -3.390 0.17
H -4.107 2.558 -1.627 0.20
H -3.648 2.524 -3.336 0.17
H -2.732 3.517 -2.192 0.20
H -0.439 0.691 -2.950 0.22
H -0.701 2.434 -3.060 0.18
H -1.605 1.347 -4.118 0.18
H -1.827 2.169 2.573 0.20
H -1.218 0.509 2.593 0.25
H -2.817 0.875 3.270 0.17
H -3.902 2.701 1.049 0.20
H -4.721 1.350 1.850 0.17
H -4.602 1.389 0.082 0.19
H -2.124 -1.227 1.003 0.23
H -3.637 -0.897 0.132 0.19
H -3.628 -0.974 1.901 0.18
```

Summary:
multiplicity = 6
⟨S²⟩ = 8.79
strongest force on any atom = 1.34 eV/Å
charge = -2
total energy = -3635.885527 hartree
HOMO energy (spin up / spin down) = 0.631 / -1.319 eV

=====

3.
This record from the OMol25 dataset describes C5H6O3S2 in the gas phase. The level of theory is ωB97M-V/def2-TZVPD.

Geometry as XYZ:
```
16
Properties=species:S:1:pos:R:3:nbo_charge:R:1
C 0.269 0.444 -1.281 -0.27
C 1.585 0.011 -1.323 -0.54
C 2.454 1.536 0.613 0.30
C -0.664 0.135 -0.292 -0.32
C -2.927 -0.769 0.851 -0.71
O 1.446 2.083 0.808 -0.46
O 3.660 -0.954 0.179 -0.87
O 1.374 -0.809 1.137 -0.91
S -2.352 0.505 -0.300 0.31
S 2.336 -0.424 0.164 2.06
H -0.090 0.766 -2.272 0.23
H 2.287 0.453 -2.046 0.25
H -0.225 -0.093 0.655 0.25
H -2.195 -0.885 1.607 0.23
H -3.131 -1.661 0.322 0.22
H -3.825 -0.338 1.178 0.22
```

Summary:
strongest force on any atom = 2.83 eV/Å
energy relative to the best compared isomer or geometry (same formula, charge and spin) = 66.7 kcal/mol
total energy = -1216.052975 hartree
HOMO energy (spin up / spin down) = -8.016 / -8.048 eV

=====

4.
This record from the OMol25 dataset describes a molecular structure, C13H24Cl2F6NO7S2SbTi. The level of theory is ωB97M-V/def2-TZVPD.

Geometry as XYZ:
```
57
Properties=species:S:1:pos:R:3:nbo_charge:R:1
Ti 0.592 -0.132 0.701 1.34
Cl 1.277 3.343 1.205 0.03
C 2.743 3.306 2.057 -0.36
Cl 2.924 0.214 0.879 -0.56
H 2.713 2.940 3.068 0.19
H 3.648 3.408 1.485 0.19
F -4.246 -1.036 -0.586 -0.30
C -4.079 -0.714 0.692 0.75
F -4.314 0.586 0.851 -0.30
F -4.921 -1.410 1.440 -0.29
S -2.342 -1.095 1.170 2.25
O -1.567 -0.175 0.326 -0.97
O -2.168 -2.491 0.966 -0.87
N -2.289 -0.687 2.689 -1.20
S -1.378 0.440 3.280 2.28
O -0.166 0.687 2.473 -0.98
O -1.191 0.282 4.676 -0.86
C -2.291 2.029 3.060 0.74
F -3.544 1.889 3.467 -0.30
F -2.285 2.382 1.776 -0.30
F -1.695 2.974 3.772 -0.29
C 0.387 -4.130 2.207 -0.62
C 1.231 -3.068 1.532 0.15
C 2.720 -3.359 1.649 -0.64
O 0.938 -1.770 2.137 -0.75
C 0.891 -2.933 0.039 0.79
O 0.857 -3.889 -0.685 -0.57
O 0.711 -1.681 -0.353 -0.81
H 0.783 -4.344 3.200 0.21
H 0.419 -5.037 1.605 0.24
H -0.646 -3.803 2.293 0.24
H 3.008 -3.401 2.702 0.21
H 3.311 -2.595 1.143 0.24
H 2.928 -4.327 1.197 0.24
H 1.725 -1.464 2.613 0.51
C 2.498 -0.854 -3.250 -0.62
C 2.435 0.631 -2.899 -0.71
Sb 0.617 1.130 -1.885 1.10
C -0.810 0.244 -3.216 -0.73
C -2.230 0.773 -3.034 -0.62
C 0.478 3.218 -2.353 -0.72
C -0.724 3.914 -1.717 -0.62
H 3.483 -1.116 -3.640 0.21
H 1.761 -1.116 -4.011 0.21
H 2.306 -1.480 -2.378 0.23
H 2.496 1.261 -3.789 0.22
H 3.245 0.914 -2.228 0.23
H -0.758 -0.826 -3.008 0.24
H -0.458 0.395 -4.238 0.22
H -2.550 0.715 -1.994 0.21
H -2.935 0.191 -3.630 0.22
H -2.311 1.812 -3.354 0.20
H 0.465 3.302 -3.442 0.22
H 1.414 3.657 -2.005 0.23
H -1.660 3.605 -2.180 0.21
H -0.645 4.997 -1.821 0.22
H -0.801 3.693 -0.651 0.21
```

Summary:
multiplicity = 3
⟨S²⟩ = 2.01
strongest force on any atom = 0.42 eV/Å
energy relative to the best compared isomer or geometry (same formula, charge and spin) = 5.9 kcal/mol
total energy = -4496.927337 hartree
HOMO energy (spin up / spin down) = -8.498 / -9.276 eV

=====

5.
This record from the OMol25 dataset describes C5H7NO in the gas phase. The level of theory is ωB97M-V/def2-TZVPD.

Geometry as XYZ:
```
14
Properties=species:S:1:pos:R:3:nbo_charge:R:1
C -1.822 -0.451 0.425 -0.59
C -0.644 0.153 -0.359 -0.43
C -0.459 1.614 -0.314 0.29
N -0.229 2.747 -0.381 -0.32
C 0.640 -0.630 0.037 0.62
O 0.502 -1.784 0.372 -0.53
C 2.017 -0.015 -0.029 -0.73
H -1.696 -0.324 1.503 0.22
H -2.787 -0.052 0.109 0.22
H -1.809 -1.527 0.234 0.24
H -0.820 -0.057 -1.425 0.27
H 2.653 -0.608 0.634 0.25
H 2.050 1.043 0.244 0.24
H 2.405 -0.112 -1.051 0.25
```

Summary:
strongest force on any atom = 1.29 eV/Å
energy relative to the best compared isomer or geometry (same formula, charge and spin) = 14.1 kcal/mol
total energy = -324.702017 hartree
HOMO energy = -10.285 eV
SMILES = CC(=O)[C@@H](C)C#N